{"formula": "C26H44BrMnNOP2", "method": "ωB97M-V/def2-TZVPD", "de_lowest_kcal_mol": 57.3, "gap_ev": [6.8, 5.5], "charge": 2, "multiplicity": 6, "e_tot_ev": -151135.572, "symbols": ["N", "C", "C", "C", "C", "C", "C", "Mn", "P", "C", "C", "C", "C", "C", "C", "C", "Br", "H", "H", "H", "H", "H", "H", "H", "H", "H", "H", "P", "C", "C", "H", "H", "H", "H", "H", "C", "C", "H", "H", "H", "H", "H", "C", "C", "H", "H", "H", "H", "H", "C", "C", "H", "H", "H", "H", "H", "C", "C", "H", "H", "H", "H", "H", "C", "C", "H", "H", "H", "H", "H", "C", "O", "H", "H", "H", "H"], "xyz": [[6.5416, -0.8476, -1.2543], [5.9546, -1.5206, -0.2605], [4.5554, -1.6175, -0.1424], [3.7381, -1.0187, -1.1259], [4.3871, -0.2289, -2.1059], [5.7888, -0.2565, -2.1667], [2.3328, -1.4592, -1.3316], [0.6639, -0.2310, -1.2070], [-1.6052, -0.1467, -1.7416], [1.7272, -1.2561, -2.6457], [0.9728, -2.3219, -3.3209], [0.5145, -2.2029, -4.6519], [-0.3667, -3.1308, -5.1963], [-0.9142, -4.1420, -4.3766], [-0.3670, -4.3373, -3.0866], [0.5746, -3.4461, -2.5686], [-2.2319, -5.2572, -5.0328], [2.0725, -2.3356, -0.7352], [2.0455, -0.4533, -3.3296], [4.1252, -2.2122, 0.6568], [3.8426, 0.3202, -2.8684], [6.6088, -1.9970, 0.4748], [6.3168, 0.2493, -2.9966], [0.8280, -1.3236, -5.2452], [1.0786, -3.6656, -1.6216], [-0.6217, -3.1145, -6.2611], [-0.6084, -5.2270, -2.4930], [1.4192, 2.3831, -1.3342], [-2.4771, -1.7664, -2.0308], [-3.8039, -2.0166, -2.7880], [-2.5623, -2.1129, -0.9873], [-1.7102, -2.3797, -2.5335], [-4.1010, -3.0773, -2.6930], [-4.6488, -1.4326, -2.3991], [-3.6931, -1.8515, -3.8618], [-1.0171, 0.2547, -3.4602], [-2.0052, 0.6451, -4.5542], [-0.5746, -0.6938, -3.7953], [-0.2017, 0.9901, -3.3419], [-1.4449, 0.8825, -5.4725], [-2.6725, -0.1979, -4.7972], [-2.6124, 1.5128, -4.2595], [-1.5497, 0.1069, 0.1302], [-2.8659, 0.6396, 0.7148], [-0.7313, 0.8467, 0.3366], [-1.2636, -0.8575, 0.6028], [-2.6704, 1.2593, 1.5904], [-3.4000, 1.2365, -0.0250], [-3.5219, -0.1839, 1.0375], [0.6160, 3.1749, 0.1228], [0.6403, 4.6935, 0.2454], [1.0766, 2.7138, 1.0081], [-0.4361, 2.8485, 0.1091], [1.6496, 5.0993, 0.3820], [0.1442, 5.1879, -0.5966], [0.0800, 4.9752, 1.1459], [0.6315, 3.2657, -2.7762], [1.3251, 2.9101, -4.0971], [0.6746, 4.3522, -2.5896], [-0.4387, 2.9733, -2.7604], [2.3188, 3.3881, -4.1666], [1.4408, 1.8160, -4.2189], [0.7077, 3.2858, -4.9266], [3.1661, 2.9881, -1.3493], [3.8930, 2.7208, -0.0333], [3.1725, 4.0550, -1.6156], [3.6857, 2.4717, -2.1751], [4.0696, 1.6460, 0.0768], [4.8663, 3.2368, 0.0192], [3.2968, 3.0274, 0.8260], [0.9194, -0.3690, 2.2453], [1.6878, -0.1645, 1.0497], [0.7923, -1.4470, 2.4141], [-0.0774, 0.0411, 2.0876], [1.3208, 0.1754, 3.1060], [2.5944, -0.4984, 1.1517]]}